No. 1
Here is C33H33BBr2N13SSeZr as an isolated structure at a distorted geometry from the OMol25 dataset. Energies are from wB97M-V/def2-TZVPD.

For the energy above the lowest of the compared OMol25 structures with the same formula, charge and spin, the calculation gives 174.50 kJ/mol. The HOMO-LUMO gap comes out at 0.2550 Ha. The HOMO energy is -15.528 eV. As for the largest force on an atom: 2.45 eV Å⁻¹. The charge is +3. The calculation puts the LUMO energy at -8.588 eV.

Structure (XYZ):
```
85
C33H33BBr2N13SSeZr, DFT wB97M-V/def2-TZVPD
C -2.4568 0.5874 -3.8907
H -1.3595 -4.6837 -1.2994
H 0.2294 2.1814 1.7141
H -3.3277 0.3353 -4.4583
H -3.8750 1.7672 5.1884
C 0.7499 1.5469 2.4210
C 1.2857 3.6793 0.0829
H 1.6584 -0.5153 -4.0450
N -0.9855 0.7746 -2.2187
S 2.2552 -1.6626 -0.0994
H -3.7647 -0.4894 4.1885
C 0.8914 4.5257 -1.8941
N -0.7005 -1.5863 -0.1416
H 5.1666 0.8903 -3.5089
H -2.0334 -0.5025 3.8249
C -1.0358 -1.8134 1.1349
C -0.4452 -2.3897 -2.4055
C -1.3943 1.3793 -4.2905
C 0.9164 -1.2775 -3.8645
H -1.7463 -3.1389 2.6640
N 1.0086 0.3001 1.9873
H 0.7673 3.0549 -4.1755
Se -2.0237 1.2946 0.5374
H 1.5261 5.8515 -0.2554
N 2.0167 1.5552 -3.0738
C 1.9938 -2.4514 1.3606
H -3.1709 3.9830 0.4937
C -1.6247 -4.0886 0.7358
H -3.8158 4.2779 4.1123
H -1.8328 4.6574 1.4523
C -3.5149 3.3421 3.6869
N -0.5241 1.4681 -3.2785
N 2.2593 0.7573 -2.0025
H 0.7819 5.1318 -2.7694
C 2.4941 -4.7320 0.5439
H 3.1650 2.3214 -4.6737
H -2.7379 -0.3607 -1.8984
N 1.6987 -1.8862 2.5731
H 4.0064 -0.2642 -1.3711
C -1.2867 -3.8712 -0.5964
C 1.6774 1.1704 4.5838
C -0.8435 -2.6152 -1.0036
H 3.5736 -4.7360 0.3827
H -1.2278 1.8918 -5.2168
H -3.2396 -0.6915 2.5107
N 0.6770 3.2054 -1.9307
H -1.7295 -3.9076 -3.2413
H -3.5037 5.1404 1.7955
C -3.0159 -0.1945 3.4548
H 1.4398 -2.7267 4.5489
N -3.0146 3.2298 2.4227
C -2.7225 1.9379 2.1819
C 3.5483 0.3961 -2.0844
H 2.0084 -4.4686 -0.3961
H 2.0218 -5.0509 3.2689
C 1.2781 4.8771 -0.6185
Br -1.0386 -4.1523 -6.1225
C 1.0539 2.0227 3.6812
C 0.5270 -2.0661 -4.9300
C 1.6720 -2.9005 3.5188
N 0.4531 -1.4058 -2.6174
C 1.9444 -4.0567 2.8813
H 2.4099 -0.8168 4.8549
H 0.8091 3.0345 3.9577
C -0.9477 -3.1890 -3.4265
C 4.1466 0.9765 -3.1977
Br -2.2385 -5.7749 1.3245
C -3.5468 2.0974 4.2235
C -1.4912 -3.0198 1.6238
C 1.9241 -0.1282 4.1819
C -0.4474 -3.0402 -4.7200
N -3.0683 1.2316 3.2794
H 2.1816 -5.7224 0.8662
H 1.9563 1.5060 5.5708
H 1.6003 3.5510 1.1025
B 0.7162 2.3723 -3.2198
Zr 0.5012 0.3604 -0.7315
H -0.9447 -0.9660 1.8028
C 1.5514 -0.5314 2.8957
C -2.8686 4.3131 1.4884
C 3.1390 1.7089 -3.7942
H 0.9656 -1.9216 -5.9038
N 2.1441 -3.7756 1.5564
C -2.1551 0.2290 -2.5858
N 0.9084 2.6554 -0.7072
```

Computed Mulliken charges, given in elementary charges:
1 C -1.527
2 H 0.652
3 H 0.542
4 H 0.543
5 H 0.520
6 C -0.376
7 C -0.444
8 H 0.173
9 N 1.390
10 S -0.241
11 H 0.440
12 C -0.229
13 N 1.731
14 H 0.520
15 H 0.234
16 C -0.557
17 C 0.664
18 C -0.197
19 C 0.180
20 H 0.622
21 N 0.678
22 H -0.070
23 Se 0.106
24 H 0.516
25 N -0.079
26 C -0.259
27 H 0.349
28 C -1.073
29 H 0.525
30 H 0.277
31 C -0.580
32 N -0.249
33 N 0.857
34 H 0.549
35 C -0.670
36 H 0.531
37 H 0.609
38 N 0.740
39 H 0.522
40 C -1.014
41 C -0.823
42 C 0.586
43 H 0.311
44 H 0.563
45 H 0.380
46 N -0.053
47 H 0.637
48 H 0.345
49 C -0.921
50 H 0.571
51 N 0.160
52 C -0.353
53 C -0.361
54 H 0.258
55 H 0.527
56 C -1.448
57 Br -0.052
58 C -1.515
59 C -1.142
60 C -0.372
61 N 1.300
62 C -0.882
63 H 0.677
64 H 0.583
65 C -1.118
66 C -1.348
67 Br -0.031
68 C -0.371
69 C -0.775
70 C -1.287
71 C -0.558
72 N 0.245
73 H 0.345
74 H 0.507
75 H 0.640
76 B 0.373
77 Zr -0.393
78 H 0.295
79 C 0.497
80 C -0.830
81 C -0.245
82 H 0.548
83 N 0.300
84 C -0.411
85 N 0.736

=====

No. 2
Here is a 2-piece molecular cluster, CH2F3O2P overall at a distorted geometry from the OMol25 dataset. Energies are from wB97M-V/def2-TZVPD.

For the energy above the lowest of the compared OMol25 structures with the same formula, charge and spin, the calculation gives 338.85 kJ/mol. The HOMO-LUMO gap (spin up / spin down) comes out at 0.2613 / 0.2614 Ha. The HOMO energy (spin up / spin down) is -7.975 / -7.976 eV. As for the largest force on an atom: 8.37 eV Å⁻¹. The calculation puts the LUMO energy (spin up / spin down) at -0.864 / -0.862 eV.

Structure (XYZ):
```
9
CH2F3O2P, DFT wB97M-V/def2-TZVPD
P 1.2099 0.5712 0.1777
C -1.3191 -0.8088 -0.9975
O 0.9523 1.2350 1.6373
F -0.7662 -0.1604 -1.9777
H 2.4117 -0.0936 0.5496
H 1.0274 2.1073 1.9232
O 0.2711 -0.5604 0.2968
F -2.2910 -0.1942 -0.3570
F -1.4960 -2.0962 -1.2525
```

Computed Mulliken charges, given in elementary charges:
1 P 0.167
2 C 0.827
3 O -0.518
4 F -0.140
5 H -0.008
6 H 0.317
7 O -0.388
8 F -0.122
9 F -0.135

=====

No. 3
Here is C43H53N6O3SeTeTi as an isolated structure from the OMol25 dataset. Energies are from wB97M-V/def2-TZVPD.

For the energy above the lowest of the compared OMol25 structures with the same formula, charge and spin, the calculation gives 0.09 kJ/mol. As for the spin multiplicity: 2. The HOMO-LUMO gap (spin up / spin down) comes out at 0.2556 / 0.2696 Ha. The HOMO energy (spin up / spin down) is -6.678 / -7.052 eV. As for the largest force on an atom: 0.63 eV Å⁻¹. The calculation puts the LUMO energy (spin up / spin down) at 0.278 / 0.283 eV.

Structure (XYZ):
```
108
C43H53N6O3SeTeTi, DFT wB97M-V/def2-TZVPD
H 3.4240 1.4844 -2.3284
C -0.0448 5.2667 -1.1827
H 1.5805 -0.9389 -0.0062
H -0.3710 1.9725 2.4811
C -5.3640 -3.1727 -0.3707
O -3.8150 -0.0290 -2.6174
C 2.1527 6.0864 -1.9773
N -0.4545 -1.8711 -1.4514
H 1.1275 -1.5467 -4.9372
H 5.2127 7.2421 -2.1805
H -4.8714 -0.2999 -4.3848
C -2.5691 -4.3105 2.8305
C 2.6313 -0.6460 -0.0068
H -1.7596 2.3062 1.4506
H 4.2151 1.9099 -0.8180
H 3.2528 -1.5061 0.2526
C 1.3922 4.9932 -1.5595
H 2.1445 4.6742 1.1062
C 1.6740 4.0111 1.8347
N -0.4939 -0.1210 0.6578
C -1.2759 0.2335 1.6306
Se -3.0266 -5.7831 3.7486
H -0.1156 5.5839 -0.1386
H -3.8261 -6.1546 -0.7536
H -6.3332 -2.7051 -0.2692
H 1.7240 4.4888 2.8132
C 4.0315 2.2488 -1.8404
Te 0.8611 2.0353 -0.7505
C -3.9649 -5.0875 -0.6443
H 0.7230 -5.6632 0.8627
H 0.7814 -0.7547 2.7831
H 4.2238 -0.7030 2.1188
H -0.6802 4.3932 -1.2976
H 4.8515 1.7632 4.8921
C 3.4871 5.9622 -2.3205
H -4.6903 1.9476 1.5446
C -5.2327 -4.5406 -0.5344
C -2.8646 -4.2512 -0.5781
H 2.7614 -3.9638 4.8276
H 5.8818 0.8190 3.8149
C 3.3317 3.5812 -1.8575
C 0.7498 -3.8352 -0.8709
H -4.9423 1.6930 -2.8460
O -3.6695 0.8190 0.1366
H 1.7347 -5.5241 3.1759
C 2.8379 0.4616 0.9870
C -1.4700 -4.7995 -0.7787
C -0.7820 -0.8542 -2.2469
C 0.6786 -1.6391 -3.9567
H 4.9901 2.3152 -2.3544
N -2.2653 -3.4263 2.1379
C 1.9852 3.7282 -1.4770
H -2.0158 1.6246 3.0815
C 3.2305 2.4072 2.9269
H 1.5572 -3.4686 -0.2311
H 2.2761 -1.5097 4.6128
Ti -1.2684 -1.9683 0.7474
C 4.2979 7.1478 -2.7678
H 2.8837 -0.3240 -1.0189
H -4.3526 0.2423 1.9409
C 4.0566 4.6951 -2.2607
H -5.3312 -1.3792 -3.0435
C -4.6517 0.9267 1.1494
H -4.3985 2.5850 -0.6687
C 1.0081 -1.8029 2.9243
H 5.0975 4.5704 -2.5431
N 0.4398 -2.6451 2.0581
C 2.1158 -3.5880 4.0445
H 4.5920 7.0475 -3.8146
C -4.6459 0.9732 -2.0707
C 0.7073 -3.9527 2.1544
C 0.0313 -4.8644 1.1616
H -4.2494 -1.3367 -0.1213
H -0.4485 6.0717 -1.7983
H -1.2415 -4.6967 -1.8432
H 3.3698 3.1685 3.6874
H -0.8269 -5.3362 1.6384
C 2.3595 2.6724 1.8681
H -6.1051 -5.1802 -0.5631
C 1.8482 -2.2341 3.9346
H 3.7322 8.0734 -2.6655
H 1.1004 -4.7520 -1.3625
C -4.2137 -2.4071 -0.2886
H 4.5909 0.0269 4.7056
C 0.4277 -2.7718 -1.8782
H -5.5621 0.5218 -1.6627
O -2.0308 -0.6938 2.1697
C 4.8587 0.9432 4.1749
N -0.4153 -4.1042 -0.0163
H 1.6790 7.0619 -2.0306
C -3.8769 1.6689 -0.9694
H -3.7774 -1.6090 -3.8778
H -1.4935 -0.1435 -1.8495
H -2.8878 1.9471 -1.3443
H 0.6273 3.9090 1.5422
C 1.5474 -4.4595 3.1306
H -5.6495 0.6571 0.7799
H -1.4667 -5.8704 -0.5569
N -2.9928 -2.9320 -0.3909
C -1.3680 1.6236 2.2059
C -0.2439 -0.7064 -3.5138
C -4.4910 -0.8656 -3.5261
H 1.7383 -3.4465 -3.4338
C 2.1652 1.6906 0.8899
C 3.7063 0.2493 2.0496
C 3.9150 1.2092 3.0334
C 1.0224 -2.6953 -3.1267
H -0.5368 0.1361 -4.1241
```

Mulliken population analysis, charges in e, atoms 1 to 99:
1 H 0.090
2 C -1.758
3 H -0.162
4 H 0.318
5 C -1.067
6 O 0.079
7 C -0.777
8 N 1.556
9 H 0.441
10 H 0.350
11 H 0.336
12 C 0.355
13 C -1.473
14 H 0.101
15 H 0.197
16 H 0.465
17 C 1.075
18 H 0.332
19 C -1.763
20 N 0.848
21 C 0.363
22 Se -0.273
23 H 0.255
24 H 0.508
25 H 0.538
26 H 0.445
27 C -1.244
28 Te 0.761
29 C -1.072
30 H 0.670
31 H 0.412
32 H 0.367
33 H 0.077
34 H 0.376
35 C 0.640
36 H 0.257
37 C -0.662
38 C 1.023
39 H 0.420
40 H 0.324
41 C 1.106
42 C -1.542
43 H 0.491
44 O 0.546
45 H 0.514
46 C 1.116
47 C -1.452
48 C -1.161
49 C -0.687
50 H 0.445
51 N -1.043
52 C -0.376
53 H 0.423
54 C -1.037
55 H 0.373
56 H 0.597
57 Ti -0.375
58 C -1.594
59 H 0.187
60 H 0.224
61 C -0.902
62 H 0.335
63 C -1.166
64 H 0.435
65 C -0.350
66 H 0.376
67 N 1.455
68 C -0.687
69 H 0.332
70 C -0.753
71 C 0.942
72 C -1.620
73 H 0.476
74 H 0.527
75 H 0.391
76 H 0.354
77 H 0.416
78 C 1.052
79 H 0.419
80 C -1.158
81 H 0.362
82 H 0.500
83 C -0.454
84 H 0.286
85 C 0.759
86 H 0.343
87 O -0.638
88 C -1.584
89 N 1.236
90 H 0.359
91 C -0.592
92 H 0.182
93 H 0.743
94 H -0.027
95 H 0.128
96 C -1.184
97 H 0.353
98 H 0.448
99 N 0.908

=====

Number 1: DFT total energy -272334.7709 eV. Number 2: DFT total energy -22603.1751 eV. Number 3: DFT total energy -156291.6580 eV.